Record 1
Formula: C5H8ClN4O2SSn
Source: OMol25
Level of theory: ωB97M-V/def2-TZVPD

Last column: Mulliken charge in e.
Atoms and positions in Å:
Sn (7.385, 7.082, 6.244)  0.777
C (12.583, 8.391, 5.727)  -1.240
C (11.944, 7.085, 5.543)  0.863
N (12.444, 5.900, 5.426)  -0.619
N (11.322, 5.072, 5.196)  0.216
C (10.216, 5.762, 5.190)  0.465
S (8.611, 5.275, 4.869)  -0.385
N (10.567, 7.040, 5.364)  0.477
N (9.630, 8.058, 5.181)  -0.812
H (13.585, 8.402, 6.165)  0.346
H (12.060, 8.992, 6.492)  0.331
H (12.462, 9.067, 4.805)  0.316
H (11.531, 4.133, 5.061)  0.121
H (9.858, 8.849, 5.779)  0.295
H (9.459, 8.320, 4.313)  0.199
Cl (3.623, 6.264, 2.883)  -0.138
C (4.499, 7.693, 3.531)  -0.320
C (5.671, 7.370, 4.384)  0.775
O (6.664, 8.180, 4.442)  -0.632
O (5.658, 6.313, 5.095)  -0.628
H (3.795, 8.175, 4.261)  0.271
H (4.758, 8.462, 2.726)  0.323

Forces on the atoms, in the same order (eV/Å):
0.0 -0.1 0.0
-0.1 2.2 0.0
0.0 0.3 -0.6
-0.8 -0.3 0.1
2.0 2.6 0.7
-1.9 -0.6 -0.7
0.1 -0.5 -0.1
0.0 0.5 -0.2
1.0 -1.0 6.2
0.1 -0.5 -0.8
-0.3 -0.5 -0.1
0.6 -1.3 1.1
-0.2 -2.0 -0.2
0.0 -0.1 -0.2
-0.5 1.2 -5.3
0.6 0.7 0.2
-1.0 1.3 -0.5
0.3 -0.8 -0.4
-0.4 -0.6 0.5
0.4 0.9 0.0
0.4 -0.2 -0.8
-0.4 -1.3 1.1

Output
total energy = -44553.3438 eV
net charge = +1
frontier orbital gap = 9.409 eV


Record 2
Formula: C10H13O3
Source: OMol25
Level of theory: ωB97M-V/def2-TZVPD

Last column: Mulliken charge in e.
Atoms and positions in Å:
C (1.363, 2.393, -2.165)  -0.310
C (1.513, 1.019, -2.851)  -0.627
C (1.323, 2.322, -0.615)  0.273
O (1.209, 1.178, -0.087)  -0.606
O (1.353, 3.409, -0.023)  -0.761
H (2.296, 2.903, -2.403)  0.207
H (0.444, 2.895, -2.454)  0.272
H (2.540, 0.679, -2.904)  0.284
H (1.125, 1.126, -3.874)  0.356
H (0.906, 0.259, -2.358)  -0.113
C (-3.738, -1.520, 0.433)  -1.438
C (-1.711, -1.516, 1.932)  -0.554
C (-2.265, -1.398, 0.657)  0.788
C (-0.348, -1.418, 2.108)  -0.416
C (-1.386, -1.349, -0.422)  -0.512
C (0.530, -1.400, 1.012)  0.574
C (-0.015, -1.497, -0.258)  -0.479
O (1.829, -1.126, 1.282)  -0.602
H (-2.378, -1.647, 2.780)  0.299
H (0.208, -1.317, 3.037)  0.330
H (-3.992, -2.565, 0.179)  0.279
H (-4.135, -0.967, -0.421)  0.338
H (-1.778, -1.308, -1.432)  0.305
H (0.552, -1.541, -1.179)  0.398
H (2.131, -0.561, 0.545)  0.372
H (-4.376, -1.324, 1.299)  0.345

Forces on the atoms, in the same order (eV/Å):
0.9 -1.4 0.6
-1.2 0.5 -0.4
-0.3 -0.5 0.3
0.4 0.0 -0.3
0.1 0.4 0.0
-0.4 0.9 -0.2
0.2 0.3 -0.3
0.2 0.0 0.1
0.3 -0.2 -0.1
0.1 0.1 0.1
-0.9 -0.9 -0.3
-0.4 0.2 0.0
0.3 -0.2 0.1
1.3 -0.3 -0.4
-0.1 -0.8 0.2
-0.9 0.6 0.6
-0.4 0.5 -0.6
0.3 -0.6 -0.6
0.1 0.2 0.0
-0.7 -0.1 0.3
0.2 0.1 0.1
0.3 0.3 0.1
-0.1 0.0 0.0
0.5 0.2 0.3
-0.2 0.4 0.3
0.3 0.4 0.1

Output
total energy = -16724.8560 eV
net charge = -1
frontier orbital gap = 7.566 eV


Record 3
Formula: C5H10NO2
Source: OMol25
Level of theory: ωB97M-V/def2-TZVPD

Last column: Mulliken charge in e.
Atoms and positions in Å:
C (-0.160, 2.056, 1.498)  -1.146
C (-0.109, 0.906, 0.869)  0.725
N (-0.863, -0.236, 1.400)  -0.150
C (0.793, 0.625, -0.313)  -0.784
C (1.018, -0.784, -0.818)  -0.863
C (-0.230, -1.338, -1.470)  0.809
O (-1.288, -1.356, -0.840)  -0.714
O (-0.176, -1.661, -2.726)  -0.417
H (-0.782, 2.227, 2.368)  0.265
H (0.434, 2.890, 1.163)  0.285
H (-1.548, 0.097, 2.080)  0.399
H (-0.280, -0.936, 1.868)  0.356
H (-1.280, -0.767, 0.585)  0.304
H (0.630, 1.348, -1.106)  0.431
H (1.750, 1.049, 0.022)  0.446
H (1.865, -0.809, -1.489)  0.351
H (1.272, -1.451, 0.012)  0.324
H (-1.045, -1.864, -3.105)  0.380

Forces on the atoms, in the same order (eV/Å):
-0.3 0.3 0.3
0.5 -0.5 -0.2
-0.2 0.0 0.6
1.0 1.4 0.5
-0.1 -0.7 -0.1
-1.1 0.8 0.8
0.1 -0.4 -0.5
0.9 0.0 -0.6
0.0 -0.1 0.0
0.0 0.1 -0.1
-0.1 -0.2 -0.1
0.2 0.3 0.1
-0.2 0.0 -0.3
-0.8 -0.2 -0.4
0.2 -0.6 0.1
0.1 0.0 -0.2
0.0 0.0 -0.1
-0.2 -0.1 0.3

Output
total energy = -10925.6820 eV
net charge = +1
frontier orbital gap = 11.317 eV
SMILES string = C=C([NH3+])CCC(=O)O